Entry 1:
A cluster of 9 separate species, C46H115N9O9 in total, computed with ωB97M-V/def2-TZVPD.

Computed properties:
Structure (SMILES)   CC1(C)CCCC(C)(C)N1O.CC1(C)CCCC(C)(C)N1O.COC[C@H](C)N.COC[C@H](C)N.COC[C@H](C)N.COC[C@H](C)N.COC[C@H](C)N.COC[C@H](C)N.COC[C@H](C)N
Charge   0
2S+1   1
Energy above the lowest of the compared OMol25 structures with the same formula, charge and spin   33.24 kcal/mol
Total energy   -81398.775 eV
Orbital gap   8.8 eV
Highest occupied orbital energy   -8.42 eV

```
179
Properties=species:S:1:pos:R:3:forces:R:3:mulliken_charge:R:1
C -0.4314 0.1545 -4.6767 -0.3 0.6 0.9 -1.616
C -0.8309 -0.6030 -5.9287 0.4 -0.3 0.1 2.226
C -2.2895 -0.3126 -6.2521 -0.3 -0.4 0.0 -2.273
C -0.0128 -0.1244 -7.1192 0.3 0.9 -0.4 -1.400
C 1.4537 -0.4478 -7.0103 0.3 -1.3 -0.5 0.123
C 1.6555 -1.9729 -6.7693 1.5 0.6 0.3 -1.430
C 0.7436 -2.6250 -5.7528 -0.9 -0.2 1.2 2.285
C 0.5629 -4.1150 -6.0481 1.6 -0.5 -0.5 -2.273
C 1.4157 -2.4741 -4.3613 0.2 0.6 -0.6 -1.863
N -0.6113 -2.0510 -5.8221 -0.7 0.0 -0.8 0.057
O -1.4021 -2.5581 -4.7527 0.2 0.0 0.3 -0.484
H 0.6277 0.1531 -4.4343 0.1 -0.1 -0.3 -0.419
H -0.7637 1.1977 -4.7335 0.2 -0.1 -0.1 0.566
H -0.9260 -0.2391 -3.7822 -0.1 -0.2 -0.2 0.491
H -2.5173 -0.7009 -7.2470 -0.1 0.2 0.0 0.506
H -2.9910 -0.7822 -5.5630 0.2 0.0 0.2 0.357
H -2.4654 0.7617 -6.1942 0.0 0.0 -0.2 0.331
H -0.3683 -0.5357 -8.0686 -0.3 -0.2 0.2 0.382
H -0.1698 0.9609 -7.1821 0.1 -0.1 -0.1 0.467
H 1.9989 -0.2862 -7.9455 -0.2 0.5 0.0 0.463
H 1.9824 0.1260 -6.2455 -0.2 0.0 0.1 -0.306
H 2.6693 -1.9729 -6.3390 -0.1 -0.5 0.0 0.329
H 1.8007 -2.5874 -7.6609 -0.7 0.3 -0.3 0.445
H 0.1228 -4.7202 -5.2581 -0.5 0.3 0.0 0.379
H 1.5711 -4.5579 -6.1479 -0.1 0.2 0.0 0.479
H 0.1206 -4.2786 -7.0326 -0.4 0.1 0.2 0.511
H 1.9971 -1.5482 -4.3738 0.1 -0.1 0.2 -0.095
H 2.1258 -3.2991 -4.2842 0.0 0.0 0.4 0.483
H 0.7334 -2.3942 -3.5198 -0.2 -0.4 -0.1 0.629
H -1.9697 -3.2206 -5.1600 0.0 0.1 -0.1 0.359
C -2.8470 2.8830 8.2727 -0.3 0.0 0.8 -1.802
C -2.1169 2.3845 7.0063 0.5 0.6 1.7 2.080
C -1.1643 3.4740 6.5500 0.0 0.5 -0.9 -2.187
C -1.2310 1.2061 7.3855 0.9 -1.2 -1.9 -1.468
C -1.9784 -0.1005 7.5399 -0.4 0.5 0.6 -0.647
C -2.8439 -0.3409 6.3291 -0.6 -0.9 -0.1 -1.184
C -3.7865 0.8275 5.9896 0.4 -0.9 -0.7 1.591
C -4.3647 0.5478 4.6073 0.0 -0.8 0.0 -1.947
C -4.9287 0.8424 6.9822 -0.3 1.8 0.7 -1.769
N -2.9935 2.0366 5.8947 0.6 0.3 -0.2 0.711
O -3.8518 3.1499 5.6770 -0.1 0.1 -0.1 -0.553
H -2.8027 2.1595 9.0953 -0.1 -0.2 -0.2 0.345
H -2.3827 3.7753 8.7027 0.0 0.0 -0.3 0.430
H -3.8985 3.1150 8.1198 0.1 0.1 -0.2 0.304
H -0.4230 3.6954 7.3154 0.0 -0.1 0.0 0.503
H -0.6694 3.1392 5.6316 0.2 0.0 0.1 0.348
H -1.6744 4.4086 6.2996 -0.1 -0.1 0.2 0.489
H -0.5839 1.0373 6.5110 -0.1 0.0 -0.3 0.347
H -0.4475 1.3672 8.1266 -0.7 0.5 0.6 0.398
H -1.2824 -0.9232 7.6964 -0.1 -0.1 0.1 0.446
H -2.6517 -0.0166 8.3999 0.2 -0.3 0.2 0.291
H -3.5244 -1.1806 6.5329 0.1 0.0 0.1 0.344
H -2.2635 -0.7147 5.4779 0.1 0.6 -0.1 0.321
H -3.6059 0.1316 3.9407 0.1 0.4 -0.1 0.223
H -4.8390 1.4289 4.1874 -0.1 0.0 -0.1 0.399
H -5.0817 -0.2706 4.7249 -0.2 0.2 -0.2 0.503
H -5.6487 0.0591 6.7802 0.1 -0.3 0.3 0.437
H -5.4580 1.8038 6.9134 -0.1 -0.2 -0.4 0.341
H -4.5815 0.9046 8.0154 0.0 -0.8 0.0 0.395
H -3.4599 3.5968 4.9126 -0.1 0.1 0.0 0.355
C -0.3545 3.9675 -3.2051 0.3 -0.8 -0.1 -0.345
O -1.5195 3.2771 -3.6076 0.1 -0.8 -0.2 -0.211
C -2.5290 3.2183 -2.6320 -0.8 1.3 -0.4 0.389
C -3.8742 3.6733 -3.2202 -0.2 0.3 1.3 0.412
C -3.7309 5.0760 -3.7883 0.2 0.0 -0.5 -1.380
N -4.7688 3.8004 -2.0450 0.0 -0.1 0.0 -0.605
H 0.4127 3.7197 -3.9422 -0.1 0.4 -0.2 0.206
H 0.0597 3.5528 -2.2761 -0.3 0.4 0.2 -0.155
H -0.5462 5.0399 -3.1493 0.2 0.1 0.1 0.415
H -2.7061 2.2396 -2.1713 0.6 -0.1 0.0 0.201
H -2.3126 4.0016 -1.9033 0.0 -0.4 0.5 -0.629
H -4.2617 2.9104 -3.9024 0.2 0.3 -0.5 0.329
H -4.6796 5.5164 -4.1059 0.0 -0.3 -0.2 0.483
H -3.0153 5.0620 -4.6117 -0.2 0.1 -0.1 0.230
H -3.3446 5.7752 -3.0413 0.1 -0.3 0.2 0.287
H -5.6521 4.2110 -2.3211 0.0 -0.1 0.0 0.241
H -4.9712 2.9118 -1.5989 0.0 0.0 -0.2 0.202
C 2.3405 1.4210 -2.9065 0.2 0.5 -1.2 0.060
O 3.4803 2.1486 -2.5235 0.1 0.2 0.6 -0.437
C 4.2383 2.6354 -3.6068 -0.4 1.0 0.1 -1.017
C 4.9356 1.5466 -4.3977 0.5 -0.6 0.5 2.087
C 6.1383 0.9661 -3.6270 -0.9 0.2 0.2 -1.477
N 5.3807 2.0720 -5.6754 -0.2 0.5 0.2 -0.698
H 1.9976 1.8296 -3.8727 0.0 -0.3 0.0 0.402
H 1.5152 1.5815 -2.2288 0.2 -0.2 0.5 -0.449
H 2.6029 0.3699 -3.0348 -0.4 -0.2 0.2 0.272
H 3.5923 3.2465 -4.2687 0.0 -0.4 -0.1 0.259
H 4.9117 3.3833 -3.1756 0.4 -0.4 -0.1 0.416
H 4.2004 0.7255 -4.4732 0.1 0.1 -0.3 -0.779
H 5.7881 0.4872 -2.7081 -0.1 -0.1 -0.2 0.195
H 6.8016 1.7616 -3.2845 0.3 0.0 -0.4 0.361
H 6.6239 0.2164 -4.2512 0.3 0.1 0.1 0.463
H 4.6223 2.2125 -6.3271 0.1 -0.1 -0.1 0.236
H 6.1328 1.5552 -6.0996 -0.1 -0.2 0.0 0.249
C -3.9041 -2.9674 1.0872 0.2 0.9 0.7 -0.518
O -4.1715 -4.3368 1.0012 0.0 0.0 0.2 -0.345
C -5.4398 -4.6051 0.4412 0.1 0.1 -0.9 -0.908
C -6.0330 -5.7844 1.1265 -0.1 -1.3 0.3 0.784
C -7.2685 -6.2802 0.4071 -1.0 1.0 0.0 -1.496
N -6.3361 -5.4543 2.5333 0.8 -0.5 0.3 -0.781
H -4.0445 -2.4667 0.1236 -0.1 0.1 0.0 0.309
H -2.8911 -2.7610 1.4399 0.2 -0.6 -0.3 0.075
H -4.5225 -2.4997 1.8685 -0.4 0.0 -0.4 0.308
H -6.1378 -3.7576 0.4595 0.2 0.1 0.4 0.429
H -5.3157 -4.8394 -0.6291 0.1 0.0 0.1 0.319
H -5.2961 -6.6029 1.0401 0.1 0.2 0.2 0.211
H -7.1196 -6.3212 -0.6728 0.1 -0.3 0.0 0.347
H -8.0783 -5.5511 0.5634 0.1 0.0 0.0 0.373
H -7.6791 -7.2152 0.7850 0.4 -0.2 0.0 0.358
H -5.4440 -5.1831 2.9605 -0.3 0.3 -0.3 0.258
H -6.5086 -6.3227 3.0436 -0.4 0.1 -0.3 0.277
C 6.2766 -2.8784 -0.5124 0.9 -0.4 -1.4 -1.216
O 4.8957 -2.7055 -0.3686 0.2 0.0 1.1 0.134
C 4.2493 -3.9296 -0.6291 0.1 -0.1 -0.4 -1.192
C 2.7856 -3.8253 -0.3114 -1.0 0.1 -0.6 1.366
C 2.0922 -5.1793 -0.5464 0.9 0.1 0.6 -1.843
N 2.0899 -2.8199 -1.1377 0.1 -0.5 1.2 0.344
H 6.4962 -2.9460 -1.5949 0.1 0.0 0.2 0.271
H 6.6590 -3.8139 -0.0800 -0.3 0.0 0.2 0.425
H 6.9030 -2.0783 -0.1263 -0.6 0.4 0.2 0.308
H 4.4020 -4.1346 -1.7021 -0.2 -0.3 0.1 0.270
H 4.6742 -4.7664 -0.0522 0.2 0.2 0.0 0.415
H 2.6701 -3.5541 0.7423 0.1 0.1 -0.1 -0.249
H 1.0278 -5.0310 -0.6881 -0.1 -0.1 -0.2 0.447
H 2.2453 -5.8135 0.3308 -0.1 -0.1 -0.1 0.442
H 2.5729 -5.6927 -1.3830 -0.4 0.0 -0.2 0.377
H 1.9709 -3.1836 -2.0693 0.2 0.4 -0.2 0.038
H 2.5768 -1.9354 -1.0848 0.0 0.0 -0.6 -0.292
C -0.4435 1.0743 -0.7933 0.2 1.0 1.2 0.226
O 0.5096 0.0670 -0.6537 -0.3 -0.1 -0.8 0.857
C 1.0663 -0.1111 0.6029 1.3 0.5 0.7 -0.386
C 0.2556 -0.9389 1.5892 0.1 -0.6 -0.2 0.560
C 1.2154 -1.5214 2.6252 -0.5 0.4 0.9 -1.368
N -0.4232 -2.0470 0.9167 -0.2 -0.3 0.2 -0.571
H -1.1528 1.0961 0.0516 -0.4 -0.5 -0.5 0.387
H -0.8837 0.9948 -1.7795 -0.3 -0.1 0.0 -0.563
H -0.0002 2.0860 -0.6834 0.2 -0.2 -0.3 -0.154
H 2.0190 -0.6196 0.4274 -0.1 -0.2 0.0 -0.672
H 1.3884 0.8352 1.0832 -0.3 0.1 -0.3 0.274
H -0.4440 -0.2986 2.1417 -0.3 -0.2 -0.3 0.304
H 0.6725 -2.1433 3.3408 -0.1 -0.2 -0.3 0.415
H 1.5964 -0.7196 3.2653 0.4 0.1 -0.3 0.432
H 2.0396 -2.1024 2.2137 0.0 0.2 -0.1 -0.176
H -1.1343 -1.7567 0.2537 0.1 0.3 0.1 0.376
H 0.2641 -2.5369 0.3402 0.0 0.1 0.1 -0.025
C 1.0737 5.1149 0.8255 0.0 0.3 0.3 -0.379
O 0.3705 5.8203 1.8380 -0.4 -0.3 0.0 -0.471
C -0.5260 5.0245 2.6267 0.9 0.9 0.1 -0.694
C -1.5345 4.2366 1.8300 -0.5 -1.4 0.1 1.878
C -2.2157 4.9808 0.7319 0.0 1.2 -1.0 -1.814
N -2.6379 3.8106 2.7111 -0.2 -0.4 1.1 -0.509
H 2.0996 5.4855 0.8105 0.0 -0.1 0.1 0.378
H 0.6501 5.3294 -0.1605 -0.1 -0.2 0.0 0.161
H 1.0675 4.0415 1.0260 0.1 0.0 -0.2 0.008
H 0.0874 4.3910 3.2871 -0.3 -0.2 -0.1 0.309
H -1.0365 5.7485 3.2661 -0.1 -0.1 -0.1 0.305
H -1.0975 3.2976 1.4694 0.5 0.3 -0.4 -0.686
H -2.8723 4.3426 0.1414 -0.4 -0.1 0.4 0.493
H -1.6093 5.4636 -0.0403 0.5 -0.2 0.4 0.369
H -2.7609 5.8051 1.1966 -0.4 -0.1 -0.1 0.306
H -2.3781 2.9894 3.2619 0.1 0.2 -0.1 0.172
H -3.4287 3.4981 2.1578 0.1 0.2 -0.1 0.173
C 5.0605 -3.5791 3.2199 0.0 -0.9 0.0 -0.753
O 4.8694 -2.2093 3.1575 -0.4 0.9 0.3 -0.170
C 6.0561 -1.5442 2.8592 1.4 -1.3 -0.5 -0.494
C 6.0199 -0.0597 2.8826 -0.5 -0.1 -0.1 0.641
C 4.8785 0.4403 2.0171 -0.3 0.1 0.6 -0.997
N 7.2464 0.3601 2.2345 0.6 0.9 -0.1 -0.605
H 5.6934 -3.8902 4.0647 0.0 0.2 0.0 0.358
H 5.5319 -3.9740 2.3069 -0.1 0.1 0.0 0.228
H 4.0831 -4.0448 3.3420 0.0 0.0 0.0 0.242
H 6.8688 -1.8740 3.5340 -0.2 -0.1 0.1 0.356
H 6.4082 -1.8350 1.8594 -0.2 -0.1 0.0 0.007
H 5.8927 0.2014 3.9425 0.1 0.6 -0.1 0.190
H 4.8676 1.5317 1.9824 0.1 0.0 -0.2 0.478
H 3.9359 0.1216 2.4544 -0.2 -0.1 -0.1 -0.008
H 4.9779 0.0073 1.0239 0.0 0.1 -0.1 0.154
H 8.1251 -0.0094 2.5788 -0.3 -0.3 0.4 0.207
H 7.3357 1.3699 2.2841 0.0 -0.1 -0.1 0.236
```
Forces are in eV/Å.

---

Entry 2:
A cluster of 2 separate species, C3H5ClO4 in total, computed with ωB97M-V/def2-TZVPD.

Computed properties:
Charge   0
2S+1   1
Energy above the lowest of the compared OMol25 structures with the same formula, charge and spin   8.58 kcal/mol
Total energy   -23901.633 eV
Orbital gap   9.9 eV
Highest occupied orbital energy   -9.38 eV

```
13
Properties=species:S:1:pos:R:3:forces:R:3:nbo_charge:R:1
C 0.2177 -0.0572 0.2920 -1.9 0.2 -1.4 0.765
C -2.9206 0.6208 -0.0420 0.4 1.2 0.0 0.230
C 1.6867 -0.2104 0.3287 2.4 -1.4 -0.6 -0.187
O -0.5323 -0.4757 -0.5651 0.9 -0.4 -0.1 -0.607
O -0.2230 0.4897 1.3836 -1.7 0.7 3.1 -0.690
O -3.3247 0.9097 -1.2304 -0.9 -1.3 -0.4 -0.636
O 2.1737 -0.9729 -0.7916 1.3 1.8 1.2 -0.713
Cl -3.5680 -0.8261 0.6803 -0.5 -0.5 -0.4 -0.084
H 1.8195 -0.6713 1.3409 0.3 -0.3 -0.8 0.193
H 2.4687 0.5855 0.3062 -1.6 0.4 0.3 0.239
H -1.2121 0.3743 1.6265 2.1 0.3 -1.5 0.530
H -3.9478 0.2715 -1.7124 0.9 0.6 0.9 0.480
H 1.6525 -1.6902 -1.0655 -1.6 -1.3 -0.1 0.479
```
Forces are in eV/Å.

---

Entry 3:
A cluster of 2 separate species, C5H9NO2 in total, computed with ωB97M-V/def2-TZVPD.

Computed properties:
Charge   0
2S+1   1
Energy above the lowest of the compared OMol25 structures with the same formula, charge and spin   112.07 kcal/mol
Total energy   -10911.716 eV
Orbital gap   5.1 eV
Highest occupied orbital energy   -8.30 eV

```
17
Properties=species:S:1:pos:R:3:forces:R:3:nbo_charge:R:1
O 3.3757 -1.4897 -0.6014 -0.5 0.1 0.2 -0.745
C 3.5563 -0.7306 0.3742 0.4 -0.5 -0.7 0.634
O 2.8038 0.1730 0.8064 -0.7 0.1 0.5 -0.775
C 0.1401 0.0185 0.0090 -0.4 -0.1 -1.3 -0.385
C -1.2325 0.0263 0.3227 -0.7 -0.6 -0.9 0.162
C -2.0397 1.1762 0.2245 0.3 1.2 0.2 -0.306
C -3.3560 1.1809 -0.0305 0.3 -0.6 0.6 -0.191
N 0.5393 -0.9998 -0.9059 0.5 0.3 0.1 -0.779
H 4.5217 -0.8813 0.8881 0.2 0.2 0.3 0.057
H 0.3969 0.9945 -0.4279 0.3 0.1 0.5 0.265
H -0.0157 -1.8293 -1.0445 -0.1 0.0 0.2 0.369
H -1.7692 -0.9191 0.2802 0.1 -0.2 0.5 0.199
H -1.5366 2.1413 0.1908 0.1 -0.1 0.2 0.229
H -3.8482 2.1341 -0.1330 -0.3 -0.1 -0.3 0.221
H -3.8954 0.2418 -0.0715 -0.3 0.2 -0.1 0.206
H 1.5475 -1.1719 -0.8017 0.4 -0.5 -0.1 0.441
H 0.8120 -0.0647 0.9207 0.5 0.3 0.1 0.399
```
Forces are in eV/Å.